Here is 2 unconnected molecules or ions with the total composition C24H18Cl2N2O2 at a distorted geometry from the OMol25 dataset. Energies are from ωB97M-V/def2-TZVPD.

```
48
Properties=species:S:1:pos:R:3:forces:R:3
Cl 3.006109 6.372850 4.843762 0.305 0.399 0.352
C 2.243214 5.233417 3.830381 -0.825 -0.727 -0.853
C 1.500000 5.676289 2.722449 0.314 -0.263 0.373
C 0.868389 4.747148 1.909834 0.031 -0.776 -0.034
C 0.971934 3.353126 2.156160 0.676 1.018 1.221
C 0.309565 2.424059 1.277417 -0.331 -2.267 -0.182
C 0.474081 1.047203 1.336100 0.828 2.570 -0.315
C -0.229232 0.122739 0.515391 -1.669 -0.885 -1.623
C -0.414050 -1.237364 1.051101 0.269 -0.397 -0.377
C -1.619394 -1.927855 0.863755 0.053 -0.241 0.178
C -1.782329 -3.222820 1.359187 0.519 0.103 0.147
C -0.705177 -3.851077 2.008320 0.147 0.962 -0.585
Cl -0.878437 -5.460636 2.576910 -0.092 -0.369 0.173
C 0.532601 -3.205782 2.140301 -0.578 0.222 -0.191
C 0.661945 -1.898123 1.670720 -0.009 -0.220 0.154
C 1.692090 2.932569 3.313083 -0.251 0.729 -0.634
C 2.319691 3.868167 4.135057 -0.176 -0.042 -0.367
H 1.430729 6.739055 2.509687 0.009 -0.171 0.069
H 0.280188 5.077534 1.046922 0.254 -0.045 0.324
H -0.408873 2.858017 0.570577 0.213 -0.243 0.279
H 1.225566 0.664298 2.030481 -0.349 -0.013 -0.270
H -1.036050 0.507436 -0.099763 -0.606 0.151 1.040
H -2.439296 -1.438518 0.333450 0.191 -0.158 0.182
H -2.721480 -3.754813 1.240528 0.155 0.087 0.010
H 1.376627 -3.722189 2.590723 -0.207 0.098 -0.065
H 1.639018 -1.412766 1.734946 -0.435 -0.177 0.065
H 1.737232 1.874281 3.561453 0.061 0.298 0.035
H 2.869492 3.542344 5.013137 -0.086 0.085 -0.126
C 0.454354 1.402211 -1.927575 0.419 0.000 0.377
C 0.388931 -0.071194 -1.539875 1.119 0.619 0.345
C 1.607484 -0.602128 -1.022579 2.830 -0.745 1.363
N 2.557075 -1.004174 -0.450295 -2.064 0.868 -1.705
C -0.322480 -0.979781 -2.451886 -1.175 -1.198 0.112
C -1.436617 -0.542312 -3.227769 0.476 -0.174 0.424
C -2.184454 -1.432285 -3.985575 0.183 -0.715 -0.227
C -1.835346 -2.800268 -4.002513 1.254 1.602 1.241
N -2.643122 -3.729811 -4.701264 -1.987 -2.454 -1.774
O -2.302697 -4.938744 -4.699200 -0.545 2.410 0.039
O -3.680170 -3.322356 -5.278837 2.056 -0.576 1.141
C -0.704536 -3.254063 -3.291810 -0.538 0.260 -0.486
C 0.022558 -2.367873 -2.512737 -0.208 0.719 -0.059
H -0.455132 1.759551 -2.415745 0.187 -0.158 0.036
H 0.567571 1.960043 -0.993826 0.176 0.201 -0.358
H 1.332403 1.643346 -2.555776 -0.476 -0.234 0.170
H -1.728105 0.511101 -3.220166 0.096 -0.465 -0.045
H -3.016812 -1.099079 -4.606959 0.197 -0.097 0.358
H -0.407711 -4.292716 -3.402220 -0.130 0.168 0.222
H 0.882653 -2.748058 -1.955461 -0.280 0.241 -0.152
```
Forces are in eV/Å.

As for the gap between HOMO and LUMO: 0.2298 Ha. As for the multiplicity: 1. The value obtained for the energy relative to the best compared isomer or geometry (same formula, charge and spin) is 578.5 kJ/mol. For the electronic energy, the calculation gives -2105.56021 Ha.


Here is a molecular structure, C24H18F6N3O5PPtS2 at a distorted geometry from the OMol25 dataset. Energies are from ωB97M-V/def2-TZVPD.

```
60
Properties=species:S:1:pos:R:3:forces:R:3
Pt 0.335027 0.956823 0.055942 -3.294 -1.960 -3.155
F 0.242327 4.323623 2.312442 0.115 -0.063 -0.016
C 0.486127 3.499323 3.342542 -0.215 0.448 -0.281
F -0.687073 3.339823 3.972642 0.222 -0.425 0.047
F 1.311527 4.123623 4.175642 0.163 -0.406 -0.130
S 1.163127 1.849823 2.686442 0.060 1.780 1.606
O -0.046073 1.086523 2.516542 -0.499 -0.274 -0.806
O 2.099327 1.361023 3.631242 0.448 -0.239 0.418
N 1.762727 2.390123 1.329442 -0.007 0.086 0.523
S 3.056527 1.675723 0.745842 1.466 0.079 -0.659
O 4.169527 1.617823 1.621442 0.563 0.119 0.451
O 2.718427 0.458023 0.053242 0.472 0.233 -0.335
C 3.523227 3.005523 -0.501758 0.038 0.565 0.087
F 2.486027 3.562223 -1.113158 -0.141 -0.070 0.082
F 4.138627 3.978723 0.176842 0.046 -0.058 0.203
F 4.375327 2.558223 -1.417958 -0.178 -0.436 0.166
O 1.477427 1.542723 -2.380158 -1.460 -0.891 -1.085
C 0.588927 0.795023 -2.042558 2.812 2.175 4.806
C -0.118573 -0.234777 -2.680458 -2.540 -2.290 -2.302
C -0.262273 -0.196177 -4.091558 0.546 0.243 1.283
C -1.113973 -1.059577 -4.722458 -0.596 -0.759 -0.161
C -1.861573 -2.002077 -3.998258 0.452 0.524 -0.329
C -1.723973 -2.085077 -2.625458 0.147 -0.075 0.138
C -0.860273 -1.226577 -1.958458 0.907 0.942 -0.755
P -0.561473 -1.163977 -0.199558 0.747 0.747 1.127
C -1.816073 -2.238777 0.559142 0.156 0.027 -0.268
C -1.517173 -3.586977 0.735542 -0.014 0.072 -0.061
C -2.501173 -4.463777 1.151942 -0.059 -0.139 0.063
C -3.782473 -3.999977 1.404742 0.043 0.064 -0.017
C -4.076873 -2.653377 1.248642 -0.127 -0.052 0.032
C -3.098073 -1.771077 0.823942 0.131 0.022 -0.034
C 1.015227 -1.975577 0.210842 -0.051 -0.465 -0.494
C 1.840627 -2.533777 -0.759758 -0.363 0.023 0.251
C 3.094227 -2.997177 -0.403158 0.240 -0.020 -0.016
C 3.534327 -2.887977 0.904542 0.051 -0.027 -0.011
C 2.713927 -2.327077 1.874042 -0.068 -0.045 -0.064
C 1.456127 -1.872377 1.530842 -0.154 -0.201 -0.033
H 0.294927 0.550923 -4.633558 0.054 0.096 -0.131
H -1.218973 -1.009577 -5.795458 -0.060 0.000 -0.106
H -2.534473 -2.661477 -4.523758 -0.090 -0.074 -0.016
H -2.287273 -2.815677 -2.059258 0.000 -0.027 0.009
H -0.516773 -3.938377 0.525242 0.035 -0.085 0.026
H -2.274073 -5.513377 1.269742 0.034 -0.068 0.029
H -4.551273 -4.688777 1.720742 -0.077 -0.043 0.049
H -5.078273 -2.304277 1.451442 -0.067 0.097 0.016
H -3.314973 -0.721277 0.683442 -0.082 0.092 0.010
H 1.493827 -2.594877 -1.782158 0.064 -0.054 -0.102
H 3.737827 -3.432277 -1.153758 0.062 -0.025 -0.061
H 4.523427 -3.228977 1.171642 0.079 -0.033 0.008
H 3.065127 -2.224577 2.888842 0.020 0.015 0.119
H 0.811927 -1.421977 2.276742 0.048 0.053 0.042
N -2.371273 4.320023 0.581142 -0.266 0.093 0.210
C -1.710273 4.755023 -0.528758 0.277 0.210 -0.478
C -0.958473 3.704423 -0.960958 -0.391 0.476 0.022
N -1.170473 2.646423 -0.131458 0.092 0.196 0.182
C -2.011973 3.042623 0.793342 0.027 -0.310 -0.090
H -3.001673 4.866323 1.145342 0.077 -0.099 -0.018
H -1.823173 5.746423 -0.912158 -0.034 0.239 -0.052
H -0.301473 3.634423 -1.804758 0.167 0.052 -0.114
H -2.363773 2.440323 1.608642 -0.029 -0.054 0.173
```
Forces are in eV/Å.

As for the gap between HOMO and LUMO (alpha / beta): 0.2211 / 0.2211 Ha. As for the multiplicity: 1. For the electronic energy, the calculation gives -3322.01627 Ha.


Here is C24H18N2O3 in the gas phase at a distorted geometry from the OMol25 dataset. Energies are from ωB97M-V/def2-TZVPD.

```
47
Properties=species:S:1:pos:R:3:forces:R:3
C -0.413545 0.256466 -1.709305 -0.503 3.102 -0.254
C -1.712097 0.475156 -2.342737 -3.593 1.324 -1.098
N -2.807746 0.729689 -2.719057 3.734 -1.125 1.086
N 0.561016 -0.104060 -2.766106 1.078 -0.966 -0.947
C 1.882934 0.303906 -2.702520 -0.766 -0.877 1.085
C 2.874315 -0.376611 -3.396640 -0.025 0.254 0.026
C 2.546666 -1.400163 -4.283669 -0.421 0.046 0.442
C 1.193451 -1.674411 -4.481564 -0.216 0.436 0.123
C 0.220387 -0.959521 -3.788342 0.290 -0.636 1.158
H -0.032607 1.302053 -1.412587 -0.749 -1.597 0.115
H 2.120344 1.050644 -1.932470 -0.223 -0.413 -0.413
H 3.918011 -0.144757 -3.173944 -0.415 0.124 -0.189
H 3.319935 -1.994315 -4.769662 -0.235 0.201 0.131
H 0.872529 -2.496699 -5.113372 0.001 0.332 -0.100
H -0.845428 -1.185503 -3.887147 0.447 0.114 0.098
C -4.574377 3.957063 2.557818 -0.018 -0.320 -0.057
O -4.885597 2.575120 2.349698 -0.238 0.327 -0.039
C -3.947499 1.800325 1.755935 1.031 -0.212 -0.291
C -2.680378 2.301549 1.395919 -0.385 -0.347 0.164
C -1.732482 1.430186 0.879439 -0.314 0.167 -0.424
C -2.040367 0.112710 0.565584 0.015 0.404 -0.286
C -0.950660 -0.637424 -0.159676 0.234 -1.505 -0.357
C 0.211483 -0.953279 0.610347 2.033 -0.246 0.720
C 1.219000 -1.894444 0.063737 -1.192 1.582 1.076
O 1.131506 -2.541141 -0.975267 0.210 -0.103 -0.208
C 2.404559 -1.802161 0.989207 0.788 -0.013 0.268
C 2.161637 -0.854094 1.991359 0.533 -0.667 -0.297
C 3.155285 -0.515010 2.906676 -0.662 0.195 0.071
C 4.384981 -1.158224 2.840486 0.288 -0.636 -0.548
C 4.619417 -2.138645 1.844621 0.248 0.561 0.698
C 3.642851 -2.440827 0.903772 -0.603 -0.155 -0.263
C 0.770337 -0.307732 1.839300 -1.180 0.980 -0.107
O 0.298015 0.550760 2.617186 0.791 -1.509 -1.333
C -3.307446 -0.403338 0.943838 0.374 0.400 -0.409
C -4.249929 0.434515 1.535889 0.229 0.672 0.024
H -5.465885 4.392234 3.007125 0.096 -0.042 -0.045
H -3.720826 4.074955 3.238696 -0.159 -0.077 -0.108
H -4.351289 4.468882 1.611727 -0.093 -0.140 0.149
H -2.424074 3.352263 1.485229 -0.079 -0.227 0.241
H -0.724483 1.790792 0.660649 -0.421 0.023 0.072
H -1.313039 -1.520348 -0.711624 -0.040 0.188 0.340
H 2.934171 0.241675 3.663592 0.130 -0.239 -0.208
H 5.174552 -0.912539 3.556969 -0.294 -0.119 -0.273
H 5.584498 -2.653056 1.826774 -0.327 0.198 -0.055
H 3.805923 -3.180011 0.112871 0.022 0.242 0.309
H -3.572117 -1.451918 0.777855 0.192 0.374 -0.104
H -5.255931 0.099287 1.793387 0.387 -0.076 0.016
```
Forces are in eV/Å.

As for the gap between HOMO and LUMO: 0.1999 Ha. As for the multiplicity: 1. The value obtained for the energy relative to the best compared isomer or geometry (same formula, charge and spin) is 450.8 kJ/mol. For the electronic energy, the calculation gives -1260.46617 Ha.


Here is 2 unconnected molecules or ions with the total composition C24H18N5O6S2 at a distorted geometry from the OMol25 dataset. Energies are from ωB97M-V/def2-TZVPD.

```
55
Properties=species:S:1:pos:R:3:forces:R:3
C 3.690835 0.761914 -2.157117 0.112 0.101 0.134
C 2.581995 1.497457 -2.585468 0.041 -0.426 0.286
C 1.343705 1.267558 -1.999632 0.046 0.028 0.157
C 1.186183 0.387055 -0.895429 1.195 0.149 -0.509
C -0.132129 0.218989 -0.290430 -0.415 0.889 1.099
S -0.254512 -0.643647 1.262625 -0.280 0.235 -0.034
C -2.010492 -0.868176 1.550125 -0.142 0.201 0.178
C -2.403411 -1.103127 2.866804 -0.149 0.122 -0.392
C -3.765026 -1.257810 3.144003 0.131 -0.035 0.126
C -4.711280 -1.202006 2.117473 0.132 -0.001 -0.140
C -4.298241 -0.987371 0.799729 0.258 0.063 0.257
C -2.943871 -0.807152 0.526442 -0.517 0.088 0.005
O 0.272389 -1.996264 1.179496 0.306 0.488 -0.149
O 0.258192 0.213967 2.310889 0.078 -0.618 0.339
S -0.874055 1.853093 -0.020152 -0.298 -0.258 0.564
C 0.197030 2.855345 1.031880 0.253 0.381 -0.249
C -0.050542 2.889819 2.402567 0.149 0.205 0.321
C 0.762547 3.653522 3.241036 0.048 0.081 -0.432
C 1.807377 4.410715 2.698423 -0.135 -0.116 -0.183
C 2.012309 4.424003 1.312806 -0.169 -0.004 0.222
C 1.191298 3.659873 0.478781 0.157 -0.164 0.095
O -1.047474 2.534877 -1.281364 0.023 0.049 0.205
O -2.029467 1.687463 0.827718 -0.347 0.139 -0.216
C 2.317544 -0.345544 -0.488523 0.022 0.119 -0.163
C 3.550305 -0.169635 -1.123192 -0.186 0.132 -0.060
H 4.662876 0.930534 -2.620111 -0.184 -0.117 0.097
H 2.661510 2.236680 -3.388761 0.021 -0.377 0.226
H 0.472013 1.784477 -2.393963 0.409 -0.216 0.144
H -1.645099 -1.123110 3.648533 -0.252 -0.006 -0.107
H -4.076074 -1.407185 4.181926 0.033 0.003 -0.384
H -5.774370 -1.320766 2.339254 0.332 0.023 -0.013
H -5.010613 -0.942854 -0.027492 0.158 -0.015 0.362
H -2.648065 -0.592519 -0.497246 -0.046 0.012 0.433
H -0.870836 2.331430 2.835794 0.129 -0.040 -0.241
H 0.564939 3.649427 4.314367 0.115 0.053 -0.307
H 2.447157 5.002572 3.356227 -0.151 -0.156 -0.219
H 2.803263 5.038824 0.877483 -0.242 -0.196 0.145
H 1.323523 3.675599 -0.600228 0.028 -0.021 0.197
H 2.198477 -1.083946 0.305726 0.234 0.246 -0.200
H 4.407724 -0.764706 -0.793013 -0.282 0.236 -0.137
O -0.299180 -0.224761 -3.881546 1.541 -1.479 0.071
N 0.628633 -1.059129 -3.721787 0.122 1.969 -1.638
C 0.559633 -1.890115 -2.571569 -0.585 0.044 0.776
C -0.538268 -1.679877 -1.714141 -1.342 -1.292 -2.602
N -0.932556 -2.853639 -1.123984 0.467 -1.213 1.786
N -2.082530 -3.081560 -0.415103 0.688 -0.842 0.688
N -1.868665 -4.142017 0.327028 0.515 0.810 -1.821
N -0.648886 -4.680429 0.097467 0.024 0.759 -0.785
C -0.059462 -3.893480 -0.820317 -0.957 0.487 0.881
C 1.199718 -3.932531 -1.457279 -0.033 -0.023 -0.467
C 1.458093 -2.972316 -2.403363 0.135 -0.253 0.204
O 1.576091 -1.176742 -4.534490 -1.532 -0.109 1.495
H -1.336979 -0.984610 -1.948299 0.474 -0.366 -0.150
H 1.839523 -4.777896 -1.233123 0.098 0.238 -0.159
H 2.337202 -3.000273 -3.047481 -0.230 -0.008 0.263
```
Forces are in eV/Å.

As for the gap between HOMO and LUMO: 0.2444 Ha. As for the multiplicity: 1. Its total charge is -1. For the electronic energy, the calculation gives -2446.80778 Ha.


Here is 3 unconnected molecules or ions with the total composition C24H19BrF2NOPS at a distorted geometry from the OMol25 dataset. Energies are from ωB97M-V/def2-TZVPD.

```
50
Properties=species:S:1:pos:R:3:forces:R:3
O 3.286637 -2.193944 -0.638809 0.471 1.196 0.484
P 4.410964 -1.184221 -0.564478 -0.950 -1.220 -0.876
C 3.942955 0.538132 -1.026040 0.477 2.696 -0.820
C 4.972572 1.361218 -1.716401 -1.450 0.514 0.285
C 4.754911 2.721913 -2.172635 -1.483 -0.812 0.921
C 3.442649 3.343609 -1.929959 0.217 -2.393 0.657
Br 3.036782 5.167175 -2.524397 0.464 -1.575 0.496
C 2.420514 2.557145 -1.252295 0.332 -0.875 -0.180
C 2.639442 1.160850 -0.787163 1.797 0.480 -0.671
N 1.598391 0.436362 -0.127304 -0.089 1.251 -1.490
C 0.346906 0.435677 -0.856665 -1.907 -0.762 -0.729
C -0.292073 -0.861520 -1.117497 -1.325 2.954 -1.037
C -1.554710 -0.819237 -1.877255 0.905 1.585 0.590
C -2.166072 0.445093 -2.316160 1.905 0.239 0.920
C -1.520029 1.752183 -2.052734 1.225 -2.754 0.763
C -0.258049 1.703701 -1.322776 0.176 -1.597 -0.074
S 0.734409 3.199051 -0.935204 0.311 -1.000 -0.444
H 5.391075 -1.594311 -1.535433 -0.073 0.786 0.570
H 5.099044 -1.246765 0.695090 -0.236 0.492 -0.640
H 5.963150 0.887014 -1.920371 -0.943 0.529 0.170
H 5.552796 3.285760 -2.716075 -0.878 -0.642 0.655
H 1.887398 -0.503850 0.151237 -0.128 0.269 -0.340
H 0.185319 -1.795080 -0.746486 -0.496 0.794 -0.493
H -2.052432 -1.785485 -2.121286 0.380 0.983 0.212
H -3.117223 0.435182 -2.895609 0.906 -0.086 0.627
H -1.970465 2.715517 -2.391936 0.621 -1.101 0.369
F 4.855806 -2.543789 2.638990 0.135 0.032 -0.025
C 3.700899 -2.974916 3.186611 -0.713 -0.268 0.319
C 2.638809 -3.301587 2.361981 0.077 0.010 -0.338
C 1.452348 -3.750137 2.928962 0.170 0.066 0.304
C 1.339039 -3.855862 4.311160 -0.101 -0.030 0.010
C 2.412522 -3.519225 5.127070 -0.068 -0.022 -0.224
C 3.603524 -3.080987 4.562013 0.260 0.098 0.116
H 2.742989 -3.204774 1.286852 0.060 0.013 0.024
H 0.616045 -4.016515 2.293581 0.072 0.032 0.002
H 0.411115 -4.201812 4.752135 0.065 0.025 -0.017
H 2.322184 -3.597959 6.203931 0.044 0.004 -0.064
H 4.453433 -2.822635 5.181833 -0.016 0.011 -0.042
F -4.178576 2.679068 -1.791186 -0.138 0.140 -0.039
C -5.307401 2.203344 -1.235614 -0.537 -0.223 0.266
C -6.366642 1.848492 -2.051107 0.054 0.015 -0.259
C -7.530159 1.352394 -1.476914 0.131 0.040 0.224
C -7.623453 1.227461 -0.095375 -0.085 -0.035 0.015
C -6.552712 1.592523 0.712358 -0.064 -0.015 -0.238
C -5.384741 2.078519 0.139273 0.222 0.080 0.144
H -6.277905 1.960783 -3.124853 0.033 0.005 0.040
H -8.363821 1.064012 -2.105901 0.066 0.039 0.010
H -8.533457 0.844279 0.351787 0.063 0.027 -0.026
H -6.627661 1.498571 1.789119 0.043 0.004 -0.066
H -4.537044 2.359581 0.751931 -0.005 0.006 -0.059
```
Forces are in eV/Å.

As for the gap between HOMO and LUMO: 0.2943 Ha. As for the multiplicity: 1. The SMILES is O=[PH2]c1ccc(Br)c2c1Nc1ccccc1S2.Fc1ccccc1.Fc1ccccc1. The value obtained for the energy relative to the best compared isomer or geometry (same formula, charge and spin) is 219.5 kJ/mol. For the electronic energy, the calculation gives -4569.17595 Ha.